C17H25AuBN6O7P2S2 | ωB97M-V/def2-TZVPD

Values from the calculation:
Spin multiplicity ... 1
Charge ... +1
Energy ... -3157.8001 Eh

Atoms and positions in Å:
Au (0.980, -0.166, -0.252)
C (-1.201, -0.334, 3.372)
N (-1.733, -1.169, 2.298)
C (-3.059, -1.388, 2.075)
C (-3.140, -2.237, 1.018)
N (-1.872, -2.533, 0.607)
B (-1.662, -3.388, -0.727)
N (-0.201, -3.925, -0.798)
C (0.175, -5.206, -0.459)
C (1.465, -5.374, -0.823)
N (1.875, -4.180, -1.378)
C (3.214, -3.904, -1.900)
C (0.844, -3.315, -1.357)
S (0.932, -1.707, -1.994)
C (-1.017, -1.858, 1.377)
S (0.723, -1.833, 1.283)
H (-1.852, 0.526, 3.497)
H (-0.204, -0.001, 3.105)
H (-1.154, -0.899, 4.301)
H (-3.826, -0.934, 2.679)
H (-4.000, -2.654, 0.524)
H (-2.402, -4.339, -0.668)
H (-1.877, -2.660, -1.657)
H (-0.514, -5.892, -0.001)
H (2.120, -6.224, -0.747)
H (3.763, -4.841, -1.921)
H (3.726, -3.190, -1.258)
H (3.152, -3.497, -2.904)
C (-1.135, 3.480, -1.462)
C (-1.168, 2.292, -2.414)
O (-1.899, 2.665, -3.593)
P (-2.086, 0.871, -1.714)
O (-3.594, 1.336, -1.532)
O (-2.139, -0.179, -2.879)
O (-1.526, 0.416, -0.417)
P (0.511, 1.695, -2.838)
O (1.157, 3.010, -3.464)
O (0.350, 0.588, -3.821)
O (1.297, 1.402, -1.539)
H (-2.148, 3.824, -1.253)
H (-0.576, 4.297, -1.917)
H (-0.656, 3.206, -0.527)
H (-1.522, 2.219, -4.364)
H (-3.992, 1.645, -2.358)
H (-1.288, -0.194, -3.388)
H (1.906, 2.833, -4.047)
N (3.534, 2.029, 2.268)
C (3.193, 1.008, 1.461)
N (1.909, 1.015, 1.200)
C (1.365, 2.112, 1.868)
C (0.050, 2.566, 1.922)
C (-0.189, 3.693, 2.678)
C (0.851, 4.350, 3.366)
C (2.154, 3.900, 3.317)
C (2.383, 2.761, 2.549)
H (4.465, 2.220, 2.598)
H (3.902, 0.288, 1.085)
H (-0.737, 2.049, 1.385)
H (-1.195, 4.087, 2.745)
H (0.621, 5.233, 3.946)
H (2.949, 4.407, 3.847)

The molecule's Mulliken atomic charges, reported in e, are given here:
1. Au 1.982
2. C -0.839
3. N 0.338
4. C -0.202
5. C -0.862
6. N 0.211
7. B 0.321
8. N 0.146
9. C -0.506
10. C -0.419
11. N 0.254
12. C -0.830
13. C -0.154
14. S -0.295
15. C -0.019
16. S -0.394
17. H 0.394
18. H 0.176
19. H 0.332
20. H 0.512
21. H 0.501
22. H -0.172
23. H -0.022
24. H 0.511
25. H 0.448
26. H 0.337
27. H 0.281
28. H 0.357
29. C -1.871
30. C 1.199
31. O -0.610
32. P 0.647
33. O -0.606
34. O -0.586
35. O -0.355
36. P 0.224
37. O -0.542
38. O -0.800
39. O -0.882
40. H 0.416
41. H 0.460
42. H 0.335
43. H 0.468
44. H 0.372
45. H 0.499
46. H 0.384
47. N -0.110
48. C -0.573
49. N -0.645
50. C 0.435
51. C -0.146
52. C -1.501
53. C -0.687
54. C -0.949
55. C 0.845
56. H 0.230
57. H 0.559
58. H 1.056
59. H 0.491
60. H 0.423
61. H 0.432